1.
ORCA calculation (ωB97M-V/def2-TZVPD) on 7 unconnected molecules or ions with the total composition C30H79N5O12 at a distorted geometry.

Each line ends with the Löwdin charge.
CARTESIAN COORDINATES (ANGSTROEM)
C -5.299 -2.354 1.829  -0.1115
O -4.897 -1.440 0.852  -0.2142
C -4.162 -0.358 1.305  -0.1999
C -4.176 0.834 0.305  -0.1522
N -5.552 1.270 -0.022  -0.0367
C -6.201 2.071 0.959  -0.2296
C -5.574 3.422 1.227  -0.2346
O -5.399 3.519 2.624  -0.1648
C -4.644 4.616 2.898  -0.1669
H -6.023 -3.115 1.538  0.0889
H -5.877 -1.935 2.653  0.0888
H -4.484 -2.917 2.282  0.0879
H -3.203 -0.764 1.630  0.1128
H -4.532 0.015 2.260  0.1140
H -3.825 0.558 -0.690  0.0907
H -3.543 1.692 0.531  0.1045
H -6.076 0.407 -0.021  0.0769
H -6.270 1.663 1.967  0.1144
H -7.214 2.350 0.671  0.1181
H -6.219 4.245 0.917  0.1180
H -4.701 3.539 0.585  0.1185
H -3.589 4.427 3.093  0.0899
H -5.077 4.950 3.841  0.0871
H -4.799 5.501 2.280  0.0891
C -0.219 -2.323 -0.108  -0.1020
O 0.336 -3.594 0.283  -0.2058
C 0.985 -3.636 1.628  -0.1389
C 2.321 -4.530 1.593  -0.1924
N 3.460 -3.746 1.969  -0.0753
C 3.772 -3.495 3.424  -0.1272
C 3.168 -2.170 4.028  -0.2468
O 3.981 -1.623 5.030  -0.1817
C 3.608 -0.229 5.326  -0.0771
H 0.556 -1.598 0.141  0.0492
H -1.138 -2.039 0.407  0.0853
H -0.224 -2.248 -1.195  0.0629
H 0.371 -4.165 2.357  0.1027
H 1.260 -2.663 2.036  0.0940
H 2.385 -4.781 0.535  0.1012
H 2.150 -5.503 2.054  0.1105
H 3.634 -2.939 1.387  0.0425
H 4.789 -3.490 3.817  0.1066
H 3.296 -4.355 3.895  0.1042
H 2.159 -2.268 4.429  0.1172
H 3.055 -1.500 3.176  0.0843
H 4.158 0.077 6.216  0.0843
H 2.576 -0.040 5.620  0.0737
H 3.770 0.417 4.464  0.0695
C -9.492 -1.143 1.412  -0.0948
O -8.534 -1.074 0.361  -0.2008
C -8.792 -1.641 -0.872  -0.2223
C -7.613 -1.470 -1.894  -0.1908
N -6.497 -2.272 -1.445  -0.0590
C -5.612 -2.730 -2.572  -0.1586
C -4.945 -1.520 -3.338  -0.1780
O -3.872 -0.873 -2.622  -0.2040
C -2.671 -1.642 -2.418  -0.1057
H -9.594 -2.136 1.851  0.0817
H -10.510 -0.831 1.182  0.0815
H -9.121 -0.487 2.200  0.0854
H -9.707 -1.122 -1.158  0.1113
H -9.050 -2.700 -0.882  0.1171
H -7.194 -0.483 -2.087  0.1007
H -7.840 -1.848 -2.890  0.1152
H -6.009 -2.022 -0.597  0.0615
H -6.064 -3.429 -3.276  0.1048
H -4.814 -3.339 -2.149  0.1016
H -5.644 -0.716 -3.572  0.1095
H -4.489 -1.964 -4.223  0.1053
H -1.829 -0.965 -2.280  0.0462
H -2.258 -2.260 -3.215  0.0923
H -2.722 -2.227 -1.499  0.0743
C 4.450 -0.679 -3.583  -0.0977
O 3.259 -1.168 -3.057  -0.2592
C 3.333 -2.317 -2.233  -0.1617
C 4.155 -2.087 -0.919  -0.1558
N 3.475 -1.300 0.169  -0.0357
C 3.287 0.156 -0.113  -0.1369
C 2.750 0.854 1.199  -0.1765
O 1.414 0.471 1.470  -0.2295
C 0.805 0.971 2.629  -0.0908
H 4.816 -1.465 -4.244  0.0938
H 5.220 -0.448 -2.847  0.0770
H 4.116 0.191 -4.148  0.1002
H 3.693 -3.078 -2.924  0.1261
H 2.299 -2.553 -1.981  0.1177
H 5.185 -1.790 -1.115  0.1103
H 4.258 -3.090 -0.505  0.1002
H 2.591 -1.788 0.146  0.0652
H 2.569 0.370 -0.904  0.0831
H 4.231 0.524 -0.515  0.1119
H 2.809 1.939 1.115  0.1117
H 3.384 0.550 2.032  0.1015
H 1.334 0.599 3.506  0.0667
H -0.250 0.701 2.685  0.0958
H 0.885 2.051 2.748  0.0934
C 1.944 3.555 -1.305  -0.0631
O 3.322 3.884 -0.920  -0.1861
C 4.165 3.560 -1.979  -0.2974
C 5.614 3.450 -1.667  -0.1898
N 6.444 4.751 -1.690  -0.0255
C 7.708 4.568 -0.939  -0.1902
C 8.573 3.287 -1.291  -0.2164
O 9.157 3.351 -2.593  -0.2020
C 9.413 2.048 -3.168  -0.0804
H 1.592 3.938 -2.263  0.0932
H 1.424 4.190 -0.587  0.0886
H 1.676 2.535 -1.030  0.0654
H 3.915 4.295 -2.744  0.1287
H 3.914 2.567 -2.352  0.1057
H 5.963 2.715 -2.393  0.1075
H 5.532 2.826 -0.778  0.1119
H 5.959 5.519 -1.250  0.0968
H 7.466 4.550 0.124  0.1042
H 8.265 5.499 -1.050  0.1081
H 7.927 2.431 -1.097  0.0925
H 9.399 3.116 -0.602  0.1149
H 10.189 1.680 -2.497  0.0879
H 9.547 2.084 -4.249  0.0889
H 8.526 1.426 -3.048  0.0667
O 0.597 -0.359 -2.533  -0.0402
H 0.469 -0.004 -3.413  0.0556
H 1.536 -0.535 -2.480  -0.0113
O -1.040 0.939 -0.015  -0.0411
H -1.179 0.737 -0.941  0.0162
H -0.089 0.920 0.094  -0.0050

Output
multiplicity	1
total charge	0
SMILES string	COCCNCCOC.COCCNCCOC.COCCNCCOC.COCCNCCOC.COCCNCCOC.O.O
relative energy (zero: lowest compared OMol25 entry of this formula, charge and spin)	133.6	kcal per mole


2.
ORCA calculation (ωB97M-V/def2-TZVPD) on 12 unconnected molecules or ions with the total composition C42H84Cl6O18 at a distorted geometry.

Each line ends with the Löwdin charge.
CARTESIAN COORDINATES (ANGSTROEM)
C 5.898 -1.257 2.284  -0.0596
C 4.865 -2.364 2.293  -0.1624
O 4.478 -2.728 0.891  -0.0134
C 3.589 -1.933 0.323  -0.6084
C 3.262 -2.398 -1.049  0.0394
O 3.037 -1.083 0.935  0.0953
H 6.692 -1.550 1.557  0.0963
H 6.418 -1.292 3.228  0.0728
H 5.464 -0.298 2.021  0.0623
H 5.261 -3.289 2.646  0.1110
H 3.982 -2.026 2.840  0.0985
H 2.565 -1.762 -1.598  0.0836
H 2.792 -3.363 -0.830  0.0914
H 4.242 -2.629 -1.502  0.1060
C 6.370 0.810 -7.128  -0.0610
C 5.686 -0.308 -6.337  -0.2487
O 4.442 -0.512 -6.996  -0.0356
C 3.637 -1.390 -6.319  -0.4941
C 2.239 -1.433 -6.873  0.0247
O 4.040 -2.129 -5.425  0.0773
H 6.631 0.311 -8.114  0.0979
H 7.258 1.279 -6.641  0.0901
H 5.734 1.581 -7.465  0.0466
H 6.272 -1.233 -6.303  0.1238
H 5.450 -0.120 -5.265  0.1127
H 1.749 -0.450 -6.742  0.0638
H 1.706 -2.249 -6.397  0.0903
H 2.215 -1.564 -7.899  0.0590
C 1.360 5.859 3.948  -0.0443
C 1.224 4.824 2.819  -0.1965
O 2.343 3.900 2.817  -0.0001
C 2.888 3.490 1.664  -0.5463
C 4.136 2.690 1.743  0.0281
O 2.394 3.726 0.603  0.0907
H 1.354 5.356 4.919  0.0747
H 0.677 6.698 4.012  0.0778
H 2.358 6.263 3.786  0.0747
H 0.316 4.200 2.928  0.1055
H 1.113 5.286 1.801  0.1001
H 4.992 3.229 1.305  0.1020
H 4.023 1.871 1.005  0.0893
H 4.348 2.325 2.734  0.0795
C -0.642 5.112 -0.317  -0.0578
C -0.241 6.172 -1.321  -0.2024
O 1.179 6.207 -1.420  0.0069
C 1.803 5.377 -2.234  -0.5167
C 3.348 5.457 -2.063  0.0336
O 1.240 4.525 -2.879  0.0644
H -1.691 4.830 -0.411  0.0821
H -0.272 5.426 0.641  0.0446
H -0.089 4.184 -0.539  0.0634
H -0.831 5.958 -2.242  0.1055
H -0.555 7.165 -0.970  0.1286
H 3.566 5.144 -1.078  0.0481
H 3.632 6.550 -2.102  0.1036
H 3.883 4.941 -2.861  0.0561
C 1.261 -1.659 4.041  -0.0529
C -0.068 -1.698 4.757  -0.2362
O -0.560 -3.049 4.729  -0.0150
C -1.786 -3.201 5.242  -0.5692
C -2.173 -4.663 5.325  0.0459
O -2.467 -2.272 5.440  0.1258
H 2.116 -1.999 4.637  0.0871
H 1.367 -0.572 3.752  0.0862
H 1.085 -2.148 3.109  0.0540
H 0.073 -1.374 5.772  0.1133
H -0.824 -1.035 4.289  0.1171
H -3.120 -4.766 4.802  0.0888
H -2.346 -4.920 6.348  0.0819
H -1.415 -5.309 4.968  0.0662
C -3.794 2.358 3.219  -0.0710
C -2.473 2.128 2.562  -0.2552
O -1.502 1.640 3.441  -0.0078
C -1.068 2.468 4.390  -0.5462
C -0.094 1.777 5.313  0.0403
O -1.481 3.597 4.529  0.0941
H -4.628 2.388 2.482  0.0702
H -3.806 3.323 3.702  0.0697
H -3.960 1.581 3.959  0.0836
H -2.614 1.388 1.785  0.1029
H -2.108 3.043 2.123  0.1166
H 0.024 2.467 6.098  0.0687
H 0.849 1.475 4.724  0.1178
H -0.560 0.911 5.760  0.0733
C -4.236 -1.169 2.333  -0.0767
C -4.714 -2.563 2.497  -0.2294
O -5.845 -2.644 1.590  -0.0548
C -5.955 -3.855 0.911  -0.4672
C -6.919 -3.664 -0.214  0.0279
O -5.331 -4.883 1.183  0.0671
H -3.558 -0.838 3.171  0.0840
H -5.055 -0.453 2.373  0.0678
H -3.690 -1.001 1.346  0.1018
H -3.952 -3.404 2.356  0.1388
H -5.215 -2.752 3.456  0.1297
H -6.779 -4.419 -0.992  0.0985
H -6.745 -2.677 -0.589  0.0502
H -7.918 -3.743 0.199  0.0981
C -2.688 -7.113 0.346  -0.0659
C -1.454 -6.955 -0.495  -0.2015
O -0.814 -5.822 0.132  -0.0423
C 0.059 -6.118 1.139  -0.5332
C 0.593 -4.902 1.791  0.0194
O 0.480 -7.217 1.424  0.0997
H -3.282 -7.948 -0.049  0.0835
H -3.370 -6.240 0.357  0.0719
H -2.463 -7.463 1.335  0.0756
H -0.865 -7.842 -0.466  0.1062
H -1.592 -6.677 -1.537  0.1208
H 0.323 -4.900 2.858  0.0827
H 0.128 -3.971 1.356  0.0886
H 1.680 -4.808 1.705  0.0940
C -0.304 -2.974 -2.335  -0.0388
C -0.993 -2.255 -1.228  -0.1963
O -0.117 -1.204 -0.743  -0.0099
C -0.520 0.043 -0.895  -0.4965
C 0.509 1.149 -0.524  0.0564
O -1.666 0.320 -1.234  0.0272
H -0.997 -3.711 -2.724  0.0879
H 0.501 -3.399 -1.828  0.0422
H 0.023 -2.291 -3.113  0.0918
H -1.924 -1.780 -1.546  0.1142
H -1.097 -2.818 -0.338  0.0992
H 1.211 0.688 0.264  0.1010
H -0.014 2.030 -0.141  0.0672
H 1.115 1.378 -1.384  0.0565
Cl 1.109 1.823 -5.010  0.5564
C 2.907 2.273 -4.781  -0.5108
C 3.167 1.991 -3.321  -0.6418
Cl 4.912 2.160 -2.786  0.5179
H 2.996 3.374 -4.956  0.0906
H 3.455 1.663 -5.453  0.0345
H 3.084 0.963 -3.067  0.0308
H 2.575 2.646 -2.724  0.0172
Cl -2.922 5.024 -4.387  0.5042
C -2.372 3.643 -3.357  -0.6573
C -2.448 2.282 -4.028  -0.5801
Cl -4.183 1.880 -4.556  0.4998
H -3.053 3.765 -2.467  0.0293
H -1.288 3.877 -3.136  0.0612
H -2.242 1.504 -3.221  0.0666
H -1.711 2.227 -4.809  0.0223
Cl -8.013 1.388 -1.207  0.5006
C -6.593 0.432 -0.493  -0.5682
C -5.355 0.914 -1.282  -0.6310
Cl -4.803 2.504 -0.619  0.5520
H -6.674 -0.593 -0.848  0.0432
H -6.634 0.544 0.576  0.0535
H -5.672 1.144 -2.289  -0.0023
H -4.548 0.168 -1.239  0.0693

Output
multiplicity	1
total charge	0
SMILES string	CCOC(C)=O.CCOC(C)=O.CCOC(C)=O.CCOC(C)=O.CCOC(C)=O.CCOC(C)=O.CCOC(C)=O.CCOC(C)=O.CCOC(C)=O.ClCCCl.ClCCCl.ClCCCl


3.
ORCA calculation (ωB97M-V/def2-TZVPD) on C4H4N2O in the gas phase.

Each line ends with the Löwdin charge.
CARTESIAN COORDINATES (ANGSTROEM)
O -2.027 -0.988 -0.799  0.0574
C -1.723 0.076 -0.318  -0.2128
C -0.399 0.323 0.349  -0.3352
C 0.404 1.578 -0.050  -0.0220
N 1.670 1.109 -0.262  -0.0039
C 1.682 -0.220 -0.133  -0.1547
N 0.532 -0.772 0.218  0.0912
H -2.408 0.944 -0.309  0.1305
H -0.594 0.530 1.416  0.1615
H 2.570 -0.829 -0.291  0.1322
H 0.292 -1.752 0.177  0.1558

Output
multiplicity	1
total charge	0
relative energy (zero: lowest compared OMol25 entry of this formula, charge and spin)	77.5	kcal per mole


4.
ORCA calculation (ωB97M-V/def2-TZVPD) on C22H30N4O2 in the gas phase at a distorted geometry.

Each line ends with the Löwdin charge.
CARTESIAN COORDINATES (ANGSTROEM)
O -1.572 -3.564 1.007  -0.0677
C -0.870 -2.731 0.113  -0.2692
C -1.792 -1.828 -0.706  -0.1295
C -2.660 -0.924 0.187  -0.2798
C -1.863 0.309 0.631  -0.1215
N -1.538 1.115 -0.531  -0.1686
C -0.608 2.183 -0.209  -0.1564
C 0.737 1.620 0.161  -0.2269
C 1.391 2.004 1.324  -0.0311
C 2.632 1.483 1.640  0.0065
C 3.231 0.560 0.793  -0.2388
O 4.443 0.033 1.206  0.0819
C 5.442 -0.147 0.350  -0.4008
N 5.346 0.307 -0.896  0.1450
C 6.396 0.131 -1.678  -0.1180
C 7.551 -0.497 -1.242  -0.0525
C 7.538 -0.935 0.076  -0.1266
N 6.500 -0.765 0.869  0.1531
C 2.578 0.149 -0.361  -0.0066
C 1.344 0.686 -0.670  -0.0231
C -2.762 1.604 -1.130  -0.1687
C -3.645 0.418 -1.551  -0.1458
N -3.876 -0.568 -0.518  -0.1115
C -5.105 -0.504 0.238  -0.2956
C -6.328 -0.887 -0.638  -0.1338
C -7.382 0.201 -0.413  -0.1960
C -7.020 0.788 0.949  -0.1982
C -5.498 0.839 0.896  -0.1472
H -2.233 -4.056 0.506  0.0898
H -0.256 -3.339 -0.569  0.1163
H -0.199 -2.135 0.735  0.1133
H -2.460 -2.449 -1.310  0.1208
H -1.189 -1.212 -1.370  0.1018
H -2.936 -1.499 1.077  0.1431
H -0.935 -0.004 1.112  0.1210
H -2.455 0.887 1.365  0.1306
H -0.499 2.806 -1.104  0.1296
H -0.985 2.827 0.607  0.1261
H 0.931 2.721 1.988  0.1119
H 3.147 1.778 2.541  0.1195
H 6.291 0.514 -2.686  0.1114
H 8.403 -0.638 -1.885  0.0952
H 8.386 -1.441 0.520  0.1095
H 3.035 -0.581 -1.010  0.1118
H 0.828 0.375 -1.565  0.1144
H -2.511 2.188 -2.020  0.1227
H -3.305 2.267 -0.431  0.1126
H -4.603 0.794 -1.911  0.1193
H -3.143 -0.086 -2.385  0.1212
H -5.006 -1.251 1.032  0.1429
H -6.713 -1.858 -0.327  0.1075
H -6.040 -0.969 -1.684  0.1033
H -7.297 0.976 -1.177  0.1065
H -8.397 -0.192 -0.442  0.1028
H -7.468 1.767 1.118  0.1060
H -7.345 0.116 1.745  0.1124
H -5.042 0.962 1.877  0.1093
H -5.194 1.671 0.262  0.0949

Output
multiplicity	1
total charge	0
SMILES string	OCC[C@H]1CN(Cc2ccc(Oc3ncccn3)cc2)CCN1C1CCCC1
relative energy (zero: lowest compared OMol25 entry of this formula, charge and spin)	75.9	kcal per mole


5.
ORCA calculation (ωB97M-V/def2-TZVPD) on a molecular structure, C4H7N3O at a distorted geometry.

Each line ends with the Löwdin charge.
CARTESIAN COORDINATES (ANGSTROEM)
C 0.999 -1.258 0.592  -0.1100
C 0.280 -0.469 -0.245  -0.3878
C -0.200 -0.936 -1.401  -0.1136
C -0.441 0.781 -0.065  -0.3209
H 1.540 -0.383 1.429  0.1415
H 1.838 -1.949 0.301  0.0756
H -0.061 -1.870 1.286  0.1824
H -0.266 -1.904 -2.107  0.1771
H -1.542 -0.289 -2.752  0.1586
H -0.455 2.626 0.298  0.1913
H 0.169 1.513 2.889  0.2764
N -0.966 0.011 -1.950  -0.0934
N -1.369 0.857 -1.078  0.0505
N -0.427 1.687 0.968  -0.0199
O 0.902 1.584 1.836  -0.2077

Output
multiplicity	1
total charge	0
relative energy (zero: lowest compared OMol25 entry of this formula, charge and spin)	192.6	kcal per mole


no.,gap between HOMO and LUMO (eV),HOMO level (hartree),LUMO level (eV)
1,8.15,-0.28567,0.3755
2,10.68,-0.37686,0.4206
3,8.18,-0.30672,-0.1644
4,8.57,-0.28677,0.7714
5,8.46,-0.29824,0.3484